Density functional theory data (ωB97M-V/def2-TZVPD) for C21H26MoN4O5S2Si as an isolated structure.

E_tot = -69803.48751 eV
expectation value of S² = 2.02
2S+1 = 3
LUMO level (spin up / spin down) = -0.02076 / -0.05751 Ha
highest occupied orbital energy (spin up / spin down) = -7.404 / -7.397 eV

CARTESIAN COORDINATES (ANGSTROEM)
Mo: -0.05614 -1.70198 0.40948
C: -1.35512 1.86279 -5.16021
Si: -2.05265 1.90925 -3.42597
C: -2.43511 3.65242 -2.88833
C: -3.60256 0.89288 -3.32766
C: -0.58848 1.34498 -2.33951
C: 0.51752 2.17837 -2.28548
C: 1.66048 1.85743 -1.54712
C: 1.66364 0.68958 -0.83537
N: 0.60623 -0.14221 -0.84566
C: -0.49207 0.15430 -1.59175
S: -1.70824 -1.07015 -1.38150
H: -2.05941 2.26515 -5.89471
H: -1.12615 0.83074 -5.44272
H: -0.42950 2.44201 -5.22727
H: -3.28012 4.04635 -3.46026
H: -1.59026 4.33205 -3.03137
H: -2.71115 3.67059 -1.83063
H: -4.34298 1.32550 -4.00754
H: -4.02073 0.89998 -2.31812
H: -3.43887 -0.14782 -3.61641
H: 0.49705 3.12051 -2.82585
H: 2.52053 2.51161 -1.51836
H: 2.50562 0.38609 -0.22790
O: -5.36124 1.73410 3.46308
C: -4.17847 1.83884 3.82310
O: -3.58989 2.57811 4.63263
C: -3.20092 1.01087 2.97754
C: -2.20080 1.65220 2.24149
C: -1.31548 0.91345 1.50162
N: -1.35386 -0.43547 1.48746
C: -2.29926 -1.06614 2.22093
C: -3.24217 -0.38451 2.94346
C: -2.17682 -2.57287 2.22424
O: -2.97937 -3.27507 2.77455
O: -1.08777 -2.99410 1.59141
H: -2.11535 2.73021 2.27326
H: -0.53859 1.38711 0.91650
H: -3.99635 -0.94388 3.47973
C: -0.05723 -3.99470 -2.06167
C: 0.32688 -3.18111 -0.89596
O: 1.41737 -3.17514 -0.32299
H: -1.12533 -4.19843 -2.03442
H: 0.52681 -4.91273 -2.11337
H: 0.13635 -3.38655 -2.94922
C: 3.87933 0.07480 4.02871
N: 4.03889 -0.82306 2.89961
C: 5.36639 -1.14781 2.37756
C: 5.05701 -2.09829 1.21257
N: 3.61186 -1.92982 1.06266
C: 3.07045 -1.27168 2.09665
S: 1.41532 -1.02910 2.38993
H: 4.41660 1.00653 3.84095
H: 4.27354 -0.38554 4.93481
H: 2.82617 0.29392 4.17352
H: 5.97462 -1.61801 3.14867
H: 5.87345 -0.23701 2.05122
H: 5.30322 -3.13107 1.45615
H: 5.58067 -1.82339 0.30108
H: 3.04244 -2.51506 0.47279